No. 1
{
  "formula": "C24H25AsAuN2O6S5",
  "method": "wB97M-V/def2-TZVPD",
  "gap_ha": 0.225,
  "lumo_energy_ev": 1.01,
  "total_charge": -1,
  "symbols": ["Au", "S", "As", "S", "S", "S", "C", "C", "C", "C", "C", "C", "C", "S", "O", "O", "N", "C", "C", "C", "O", "O", "H", "H", "H", "H", "H", "H", "H", "H", "H", "H", "H", "H", "C", "O", "C", "C", "C", "C", "C", "C", "N", "C", "C", "C", "C", "C", "C", "C", "O", "H", "H", "H", "H", "H", "H", "H", "H", "H", "H", "H", "H", "H"],
  "coordinates": [[-0.632718, 2.004358, -2.668371], [-1.370864, -1.656099, -5.037496], [-1.064793, -1.239361, -3.037381], [-2.318109, 0.516087, -2.324621], [0.693485, 0.167032, -2.752757], [-0.992620, -2.732336, -1.565000], [2.704513, -4.103357, -2.486177], [2.699731, -2.916138, -1.566673], [3.817366, -2.094585, -1.443107], [3.788659, -0.960121, -0.646457], [2.625491, -0.641451, 0.035404], [1.507712, -1.461347, -0.053472], [1.551415, -2.590871, -0.848801], [2.490540, 0.836246, 0.995779], [3.166070, 0.723503, 2.259394], [1.087013, 1.167457, 0.991706], [3.369325, 1.894104, 0.106908], [2.833819, 2.251969, -1.207182], [1.835430, 3.404059, -1.224736], [1.712772, 3.874693, -2.671101], [2.513777, 4.661325, -3.142757], [0.768100, 3.311801, -3.368324], [3.706212, -4.307760, -2.862978], [2.049357, -3.924952, -3.340785], [2.339951, -4.996525, -1.977188], [4.716421, -2.330429, -1.999828], [4.647638, -0.305795, -0.581574], [0.601362, -1.190838, 0.471596], [0.661960, -3.201414, -0.950882], [3.710487, 2.642136, 0.698080], [2.341422, 1.353526, -1.581730], [3.674476, 2.455831, -1.871810], [2.185794, 4.237187, -0.613748], [0.878713, 3.061264, -0.834016], [0.216560, -3.569674, 2.508510], [-0.255891, -2.290265, 2.135413], [-1.592531, -2.143282, 1.955772], [-2.552562, -3.072628, 2.325544], [-3.893817, -2.806709, 2.078751], [-4.280326, -1.635148, 1.451726], [-3.319477, -0.713376, 1.060352], [-1.984808, -0.957181, 1.328459], [-0.938277, -0.129707, 0.849852], [-0.955580, 1.138766, 0.529162], [-1.849132, 2.165281, 0.926817], [-2.535443, 2.121840, 2.165655], [-3.252297, 3.188124, 2.619969], [-3.311522, 4.358677, 1.825137], [-2.674939, 4.437910, 0.623893], [-1.922372, 3.335865, 0.096950], [-1.377682, 3.450584, -1.048742], [-0.062214, -4.316165, 1.760417], [-0.163834, -3.863394, 3.490382], [1.299436, -3.488593, 2.552996], [-2.265152, -4.002742, 2.793553], [-4.637769, -3.537028, 2.369910], [-5.322854, -1.443805, 1.237944], [-3.599638, 0.182331, 0.526587], [-0.169031, -0.678055, 0.463146], [-0.111439, 1.427495, -0.084966], [-2.445842, 1.235309, 2.780106], [-3.746920, 3.153014, 3.580729], [-3.873735, 5.213715, 2.183315], [-2.720819, 5.329643, 0.012744]],
  "atomic_forces_ev_per_a": [[-0.22, -0.04, 0.62], [0.03, -0.16, 0.01], [-0.31, 0.02, 0.11], [0.07, -0.10, 0.02], [-0.14, -0.36, -0.71], [-3.14, 0.47, -1.19], [0.03, -0.05, 0.03], [0.19, 0.22, 0.07], [-0.02, 0.09, -0.10], [0.14, 0.05, -0.01], [-0.19, 0.02, 0.11], [0.93, -0.06, -0.33], [1.35, -0.57, 0.81], [1.29, -0.20, 0.02], [-0.08, 0.02, 0.01], [3.09, 0.24, 1.50], [-0.22, -0.21, 0.22], [0.15, 0.04, -0.07], [0.20, 0.07, 0.12], [-0.13, -0.18, 0.06], [-0.08, -0.01, 0.14], [0.05, 0.26, -0.15], [0.02, 0.01, -0.01], [-0.05, 0.01, 0.01], [-0.04, 0.00, -0.01], [0.03, 0.01, 0.00], [0.01, 0.00, 0.01], [3.71, -2.43, -0.20], [1.47, -0.14, 0.49], [0.03, 0.04, -0.04], [0.21, 0.12, -0.07], [0.02, 0.08, 0.06], [0.09, 0.00, -0.03], [0.09, 0.28, 0.05], [0.06, -0.01, -0.01], [-0.01, -0.08, 0.18], [-0.32, 0.03, 0.02], [0.05, 0.02, 0.03], [-0.06, -0.01, 0.00], [0.03, 0.00, 0.01], [0.00, -0.11, 0.08], [-0.11, 0.15, -0.05], [-2.02, 0.29, 0.17], [-1.56, 0.08, -0.97], [-0.08, -0.05, 0.18], [0.08, 0.01, -0.04], [-0.05, 0.14, -0.02], [-0.02, -0.08, 0.11], [0.04, -0.10, -0.12], [-0.16, -0.08, 0.19], [0.03, 0.25, -0.51], [-0.03, -0.02, 0.03], [0.01, 0.00, -0.01], [0.00, 0.01, -0.02], [0.00, 0.00, 0.00], [0.00, -0.01, 0.00], [-0.01, -0.01, 0.00], [0.02, 0.02, -0.03], [-2.79, 2.11, -0.06], [-1.66, -0.02, -0.71], [0.01, -0.02, -0.01], [-0.01, 0.00, 0.00], [0.00, 0.00, 0.01], [0.00, 0.01, 0.00]]
}



No. 2
{
  "formula": "C24H25BHgN11S2",
  "method": "wB97M-V/def2-TZVPD",
  "multiplicity": 2,
  "gap_ha": [0.085, 0.203],
  "lumo_energy_ev": [3.96, 3.94],
  "total_charge": -2,
  "symbols": ["Hg", "C", "N", "C", "C", "N", "C", "C", "C", "C", "C", "C", "N", "C", "N", "C", "C", "C", "C", "C", "C", "N", "H", "H", "H", "H", "H", "H", "H", "H", "H", "H", "H", "H", "H", "H", "H", "S", "C", "C", "C", "C", "C", "C", "S", "H", "H", "H", "H", "N", "N", "N", "C", "N", "N", "H", "H", "H", "B", "C", "N", "H", "H", "H"],
  "coordinates": [[0.535747, -0.659333, -1.288116], [-1.377551, 1.378020, 1.719715], [-0.282847, 0.481982, 1.391360], [-0.092561, -0.461491, 2.464726], [0.990241, -1.431186, 2.169347], [1.489067, -1.813014, 0.998603], [2.359663, -2.843156, 1.271416], [3.191249, -3.599733, 0.421946], [3.952324, -4.619427, 0.997037], [3.954142, -4.868350, 2.363352], [3.170177, -4.091097, 3.237941], [2.379123, -3.105824, 2.662444], [1.481582, -2.215110, 3.200224], [-1.917070, 2.222385, 0.614688], [-1.608736, 2.199064, -0.637899], [-2.449208, 3.111532, -1.253627], [-2.581676, 3.472764, -2.593097], [-3.532423, 4.427750, -2.914426], [-4.337978, 5.031665, -1.945759], [-4.228608, 4.682611, -0.607353], [-3.285366, 3.715233, -0.293652], [-2.923191, 3.128316, 0.896725], [-1.108053, 2.057721, 2.548582], [-2.202877, 0.753841, 2.082356], [0.567570, 1.024486, 1.306550], [-1.048779, -1.012300, 2.618413], [0.150434, 0.036516, 3.417890], [3.191733, -3.417698, -0.642183], [4.560945, -5.241312, 0.349873], [4.562764, -5.667181, 2.772030], [3.164949, -4.274910, 4.305710], [1.255154, -2.095896, 4.168956], [-1.955631, 3.009814, -3.342542], [-3.656333, 4.714792, -3.951804], [-5.062865, 5.781255, -2.240757], [-4.849325, 5.141492, 0.153613], [-3.315454, 3.317907, 1.799321], [-1.600769, -1.433575, -2.220302], [-1.071449, -1.164177, -3.882414], [-1.743754, -1.904600, -4.862621], [-1.488755, -1.756329, -6.214223], [-0.532399, -0.841041, -6.628917], [0.161567, -0.112745, -5.679766], [-0.065443, -0.253036, -4.304420], [0.932380, 0.766114, -3.264694], [-2.492518, -2.614053, -4.531623], [-2.021448, -2.366462, -6.935818], [-0.315430, -0.702595, -7.682460], [0.919100, 0.597038, -5.990730], [4.764542, -0.948936, 1.300120], [3.983403, 0.164753, 1.072947], [3.816085, 0.681318, -0.136558], [2.934546, 1.631882, 0.118132], [2.611571, 1.704358, 1.414203], [3.294817, 0.754151, 2.027463], [5.251490, -1.115054, 0.428660], [4.149832, -1.751600, 1.466829], [2.511763, 2.271212, -0.639795], [3.405969, -3.643174, -4.052230], [2.557014, -2.845734, -2.999709], [1.953743, -2.288190, -2.186974], [3.167722, -3.176579, -5.147769], [3.084996, -4.815109, -3.985362], [4.582741, -3.503110, -3.767543]],
  "atomic_forces_ev_per_a": [[0.14, -0.39, 0.69], [0.12, -0.13, 0.19], [-0.45, 0.54, -0.31], [0.27, -0.79, -0.09], [-0.25, 0.92, 0.49], [-0.02, 0.05, -0.47], [-0.53, 0.09, -0.09], [0.17, 0.01, -0.39], [0.15, -0.17, 0.36], [0.32, -0.33, -0.41], [-0.24, 0.36, 0.34], [-0.02, -0.21, 0.14], [0.04, -0.17, -0.06], [-0.07, 0.01, -0.14], [0.28, -0.18, -0.19], [-0.25, 0.26, 0.10], [0.09, -0.07, 0.15], [0.09, -0.02, -0.22], [-0.06, 0.00, 0.22], [-0.02, 0.04, -0.10], [0.09, -0.05, -0.09], [0.02, -0.02, 0.16], [-0.06, -0.04, 0.08], [-0.02, 0.06, 0.00], [0.16, 0.09, -0.13], [-0.09, 0.18, 0.00], [-0.12, 0.04, 0.13], [0.00, -0.08, 0.13], [0.02, 0.02, -0.01], [0.03, -0.01, -0.06], [-0.05, 0.01, 0.02], [0.10, -0.02, 0.02], [0.05, -0.07, -0.03], [0.01, 0.01, 0.01], [0.01, -0.02, -0.02], [-0.01, 0.00, -0.03], [0.00, -0.03, 0.06], [-0.30, -0.05, 0.06], [0.03, 0.13, -0.08], [0.04, 0.06, -0.07], [-0.05, -0.06, -0.02], [0.02, 0.06, -0.03], [-0.01, -0.02, 0.05], [-0.20, -0.07, -0.10], [-0.02, 0.39, 0.16], [0.02, -0.02, 0.01], [-0.02, 0.02, 0.00], [0.02, -0.02, 0.01], [0.03, -0.04, -0.02], [0.42, 0.18, 0.33], [-0.45, 0.30, -0.07], [-0.06, -0.40, 0.37], [0.04, 0.27, -0.08], [-0.13, 0.00, 0.27], [0.30, -0.20, -0.65], [-0.03, -0.08, -0.09], [0.05, 0.07, -0.11], [0.06, -0.02, -0.02], [0.15, -0.10, -0.19], [-0.21, 0.14, 0.28], [0.37, -0.34, -0.37], [0.02, -0.03, -0.08], [-0.01, -0.04, -0.03], [0.05, 0.01, 0.01]]
}



No. 3
{
  "formula": "C24H25BN6Pt",
  "method": "wB97M-V/def2-TZVPD",
  "gap_ha": 0.297,
  "lumo_energy_ev": 0.21,
  "symbols": ["Pt", "B", "N", "C", "C", "C", "N", "N", "C", "C", "C", "N", "H", "H", "H", "H", "H", "H", "H", "H", "N", "C", "C", "C", "C", "C", "C", "C", "C", "C", "C", "C", "C", "H", "H", "H", "H", "H", "H", "H", "H", "H", "H", "N", "C", "C", "C", "C", "C", "C", "H", "H", "H", "H", "H", "H", "H"],
  "coordinates": [[0.281270, -0.240618, -0.081368], [-1.502073, -2.437696, 2.152424], [-0.605548, -1.242519, 2.634125], [-0.549915, -0.941386, 3.932336], [-0.171291, 0.381286, 4.084075], [-0.004371, 0.832379, 2.784669], [-0.225315, -0.158215, 1.917071], [-1.935599, -2.295189, 0.661497], [-2.931303, -3.023054, 0.145894], [-2.936279, -2.873103, -1.228720], [-1.871245, -2.014399, -1.471287], [-1.282047, -1.665254, -0.321083], [-2.532992, -2.399313, 2.782925], [-0.904866, -3.473321, 2.327319], [-0.868444, -1.667524, 4.661561], [-0.075268, 0.938122, 4.998858], [0.252190, 1.809377, 2.418009], [-3.552853, -3.617453, 0.794127], [-3.593285, -3.337736, -1.942009], [-1.483397, -1.671772, -2.414831], [0.313463, 0.190350, -2.104785], [1.406779, -0.307252, -2.889497], [1.185385, -1.093483, -4.002602], [2.270854, -1.582509, -4.715586], [3.552030, -1.270602, -4.293294], [3.748123, -0.481047, -3.168637], [2.676461, 0.031142, -2.438108], [2.896631, 0.827573, -1.196985], [4.062522, 1.600118, -1.188663], [4.564606, 2.158351, -0.029248], [3.913854, 1.873235, 1.156756], [2.718709, 1.168083, 1.143151], [2.092311, 0.705196, -0.021148], [-0.583360, -0.018727, -2.528043], [0.373911, 1.206347, -2.033262], [0.172379, -1.323579, -4.313492], [2.113547, -2.206669, -5.584736], [4.408340, -1.657951, -4.829338], [4.757134, -0.289351, -2.830233], [4.595063, 1.751000, -2.119827], [5.465878, 2.756712, -0.048707], [4.326257, 2.204357, 2.102266], [2.278991, 0.947921, 2.098060], [-1.983615, 2.500544, -0.286324], [-2.814196, 1.975872, 0.724077], [-2.833882, 2.555888, 1.989288], [-3.579176, 1.987411, 3.010711], [-4.330670, 0.845182, 2.780957], [-4.320538, 0.273705, 1.516175], [-3.560983, 0.823099, 0.496263], [-1.618303, 3.410651, -0.044151], [-2.416172, 2.543031, -1.198180], [-2.249800, 3.450535, 2.176448], [-3.572179, 2.445150, 3.991880], [-4.909518, 0.399118, 3.578292], [-4.890443, -0.626039, 1.323289], [-3.529763, 0.343127, -0.475562]],
  "atomic_forces_ev_per_a": [[-0.19, -0.15, 0.41], [0.12, -0.14, 0.05], [-0.07, 0.20, 0.04], [-0.18, 0.13, 0.07], [-0.08, -0.05, 0.06], [0.12, 0.03, -0.20], [0.32, -0.40, -0.04], [0.06, 0.05, 0.01], [-0.07, 0.00, 0.02], [0.05, -0.05, -0.02], [0.02, 0.01, 0.13], [-0.18, 0.25, -0.26], [0.05, -0.06, 0.05], [0.02, -0.01, -0.13], [0.01, 0.01, 0.00], [0.02, 0.01, -0.01], [0.17, 0.03, -0.02], [0.00, 0.02, 0.00], [0.00, 0.01, 0.00], [-0.10, -0.02, -0.03], [0.06, 0.15, 0.04], [0.02, 0.02, 0.11], [0.02, -0.01, -0.05], [-0.05, 0.00, 0.01], [0.03, 0.02, 0.02], [0.02, -0.03, -0.03], [-0.03, -0.04, -0.02], [-0.04, -0.05, 0.04], [0.05, 0.04, 0.01], [-0.02, -0.02, -0.03], [-0.02, 0.00, 0.05], [-0.12, 0.07, 0.01], [0.15, 0.02, -0.30], [0.03, -0.03, -0.02], [-0.01, 0.00, -0.03], [0.00, 0.00, 0.00], [-0.01, 0.00, 0.00], [0.00, 0.00, 0.00], [0.00, 0.00, 0.01], [0.00, -0.01, 0.00], [0.00, 0.00, 0.00], [-0.02, 0.00, 0.00], [-0.21, 0.04, 0.17], [0.01, 0.15, -0.06], [0.09, -0.04, -0.01], [0.01, -0.03, 0.02], [-0.01, 0.01, -0.02], [0.00, 0.00, 0.02], [0.04, -0.05, -0.02], [-0.04, 0.01, -0.02], [0.02, 0.00, -0.05], [-0.08, -0.07, 0.05], [0.00, 0.01, 0.00], [0.00, 0.00, 0.00], [0.00, 0.00, 0.00], [0.00, -0.01, 0.00], [0.01, 0.00, -0.01]]
}



Relative energy (zero: lowest compared OMol25 entry of this formula, charge and spin) across the listed records, respectively: 4.344; 2.378; 0.155 eV.